No. 1
# C2H2I2S

A structure of composition C2H2I2S (the ωB97M-V functional and the def2-TZVPD basis, the OMol25 dataset).

Each line ends with the Löwdin charge.
Cartesian coordinates (Å):
C (0.1309, 0.7222, 0.0867)  -0.870
C (-0.2762, -0.6867, 0.2561)  -1.149
S (-1.2915, 0.5718, 1.0535)  0.789
I (-0.2580, 1.5266, -2.2671)  0.405
I (0.8340, -1.8825, 1.5375)  0.836
H (1.0656, 0.9978, 0.3558)  -0.005
H (-0.4919, -1.3530, -0.5121)  -0.006

## Properties
Strongest force on any atom ... 4.35 eV/A
E_tot ... -29141.0191 eV
LUMO ... -1.2007 eV
Kohn-Sham gap ... 8.04 eV

---

No. 2
# C8H16N2O3

A structure of composition C8H16N2O3 (the ωB97M-V functional and the def2-TZVPD basis, the OMol25 dataset).

Each line ends with the Löwdin charge.
Cartesian coordinates (Å):
C (-2.2442, -0.8816, -1.1830)  -0.424
C (-0.7610, -0.5352, -1.2374)  -0.369
C (-2.5500, -2.3290, -0.8363)  -0.054
C (0.8338, 0.0803, 0.3574)  -0.328
C (1.1403, -0.6116, 1.7248)  -0.539
C (1.5005, 1.4849, 0.1291)  -0.381
C (3.1342, 1.3608, 0.1919)  -0.045
C (0.7361, 2.1811, 1.2729)  -0.098
H (-2.0330, -0.9075, -3.1844)  0.084
H (-2.3391, 0.6336, -2.7247)  0.123
H (-2.7987, -0.2667, -0.4890)  0.127
H (-3.6289, -2.4490, -0.7336)  0.066
H (-2.2919, -2.4831, 0.2542)  0.082
H (-1.9628, -3.1950, -1.5134)  0.156
H (-1.2920, 0.0307, 0.5496)  0.116
H (1.4591, -0.4869, -0.3022)  0.137
H (1.3814, 1.6723, -1.0027)  0.158
H (3.5958, 1.1813, 1.2038)  0.091
H (3.2926, 2.3070, -0.1580)  0.018
H (3.5892, 0.6362, -0.5059)  0.084
H (1.4026, 3.2865, 1.7790)  0.146
H (0.5156, 1.1011, 2.3413)  0.204
H (-0.4584, 2.3937, 0.4852)  0.171
H (0.5512, -0.9535, 3.5382)  0.237
N (-2.6629, -0.3925, -2.5070)  0.004
N (-0.4746, -0.1199, 0.0399)  0.100
O (0.0457, -0.8333, -2.2064)  0.009
O (2.1131, -1.2513, 2.1411)  0.073
O (0.2061, -0.6532, 2.5755)  0.053

## Properties
Strongest force on any atom ... 7.27 eV/A
E_tot ... -17671.1741 eV
LUMO ... 0.2418 eV
Kohn-Sham gap ... 9.57 eV

---

No. 3
# C3H8NS

A cluster of 2 separate species, C3H8NS in total (the ωB97M-V functional and the def2-TZVPD basis, the OMol25 dataset).

Each line ends with the Löwdin charge.
Cartesian coordinates (Å):
C (0.0615, 0.6160, 0.4385)  0.038
C (2.4844, -0.2884, 0.1120)  0.239
C (-1.2675, 0.3030, 0.3288)  -0.662
N (-1.8123, -1.0265, -0.3217)  0.164
S (-2.7096, 1.3940, 0.6559)  0.786
H (0.3666, 1.4292, 1.0331)  0.012
H (2.3302, -0.1852, 1.1752)  -0.002
H (2.9867, 0.5342, -0.3345)  0.016
H (2.2258, -1.2928, -0.3861)  0.059
H (-1.5600, -0.9774, -1.3705)  0.205
H (-2.7681, -1.2123, -0.1763)  0.112
H (-1.2829, -1.8196, 0.0468)  0.156
H (-1.8898, 2.3476, 1.0679)  -0.124

## Properties
Strongest force on any atom ... 4.49 eV/A
Charge ... +1
E_tot ... -15553.7692 eV
LUMO (spin up / spin down) ... -5.1837 / -5.1831 eV
Kohn-Sham gap (spin up / spin down) ... 7.66 / 7.66 eV

---

No. 4
# C3H5NO2

The molecule C3H5NO2 (the ωB97M-V functional and the def2-TZVPD basis, the OMol25 dataset).

Each line ends with the Löwdin charge.
Cartesian coordinates (Å):
N (0.8926, 1.6307, 0.0752)  0.160
C (0.8543, 0.2687, 0.0539)  -0.547
O (1.8166, -0.4174, -0.2363)  0.053
C (-0.4816, -0.3424, 0.4613)  -0.072
C (-0.9476, -1.4210, -0.5030)  -0.240
O (-2.0125, -1.3293, -1.0644)  0.053
H (0.0637, 2.1955, 0.1646)  0.101
H (1.7433, 2.0770, -0.2330)  0.112
H (-1.2856, 0.3963, 0.4965)  0.113
H (-0.3527, -0.7632, 1.4674)  0.135
H (-0.2905, -2.2949, -0.6821)  0.132

## Properties
Strongest force on any atom ... 0.45 eV/A
E_tot ... -8777.2437 eV
Structure (SMILES) ... NC(=O)CC=O
LUMO ... 0.7663 eV
Kohn-Sham gap ... 10.78 eV

---

No. 5
# C3H2O3Tl

A structure of composition C3H2O3Tl (the ωB97M-V functional and the def2-TZVPD basis, the OMol25 dataset).

Each line ends with the Löwdin charge.
Cartesian coordinates (Å):
H (2.2024, -0.3381, 0.1237)  0.196
C (0.7230, -0.5866, 1.2377)  0.080
C (1.1947, -0.8832, -0.1144)  -0.104
O (0.3492, -0.1329, -1.0022)  0.139
C (-0.5999, 0.4049, -0.2954)  -0.519
O (-0.3467, 0.1700, 1.0595)  0.080
O (-1.5037, 1.0991, -0.6634)  -0.165
Tl (-3.2278, 2.2164, 0.0270)  1.127
H (1.2087, -1.9495, -0.3724)  0.165

## Properties
Strongest force on any atom ... 2.63 eV/A
Charge ... +1
E_tot ... -13969.8217 eV
LUMO ... -4.5546 eV
Kohn-Sham gap ... 9.32 eV

---

No. 6
# C22H22CoF6N11O10S2Se

A structure of composition C22H22CoF6N11O10S2Se (the ωB97M-V functional and the def2-TZVPD basis, the OMol25 dataset).

Each line ends with the Mulliken spin population.
Cartesian coordinates (Å):
Co (-0.0400, -1.0426, -1.7732)  2.755
C (-0.2952, -4.1499, -4.8811)  0.010
C (0.0108, -2.9168, -4.0746)  0.004
N (-0.5326, -2.7644, -2.8878)  0.338
O (-1.4650, -3.6402, -2.4909)  0.101
C (0.6893, -1.7564, -4.4865)  0.132
C (1.0924, -1.6194, -5.9102)  0.009
N (0.8765, -0.9207, -3.4700)  0.028
O (1.4835, 0.1827, -3.5490)  0.468
H (-1.3180, -4.2333, -5.3088)  -0.009
H (-0.2122, -4.9911, -4.1613)  -0.006
H (0.4068, -4.2644, -5.6823)  0.000
H (-2.1313, -3.1010, -1.9967)  0.002
H (1.7452, -0.7159, -5.9479)  0.004
H (0.2132, -1.4649, -6.5705)  0.017
H (1.6446, -2.4269, -6.3886)  0.009
O (1.3198, -2.3922, -0.7702)  0.043
C (0.3227, -2.6398, -0.0047)  -0.033
O (-0.7317, -1.9599, -0.0795)  0.044
C (0.5142, -3.6072, 1.1090)  0.001
C (-0.6667, -3.8937, 1.8312)  0.003
C (-0.5421, -4.3438, 3.1402)  0.001
C (0.7782, -4.3541, 3.7261)  0.000
C (1.9057, -4.2850, 2.9309)  0.001
C (1.7918, -3.9404, 1.6158)  0.004
N (0.9280, -4.4836, 5.1115)  0.000
O (2.0001, -3.9313, 5.6041)  0.000
O (0.0092, -4.9111, 5.8561)  0.000
H (-1.6313, -3.6258, 1.3242)  0.002
H (-1.3710, -4.6674, 3.6948)  0.000
H (2.9530, -4.4405, 3.2775)  0.000
H (2.6920, -3.6948, 1.0390)  0.002
N (-0.5251, 3.3336, 1.1584)  0.000
N (0.1049, 2.4705, 0.2268)  0.005
N (1.1096, 2.7490, -0.5855)  0.001
C (1.3947, 1.5983, -1.1702)  0.006
N (0.4363, 0.7166, -0.8832)  0.043
N (-0.3528, 1.2344, 0.0574)  -0.004
H (-0.2022, 4.2796, 0.9679)  0.000
H (-1.5833, 3.3179, 1.0264)  0.000
H (2.0438, 1.5239, -2.0372)  0.003
F (-3.0429, 1.2065, -4.5447)  0.000
C (-3.4016, -0.0578, -4.2678)  0.000
F (-4.6453, -0.2421, -4.6903)  0.000
F (-2.5392, -0.9936, -4.8554)  0.001
S (-3.2408, -0.3287, -2.3597)  0.008
O (-1.7970, -0.0920, -2.2435)  0.000
O (-3.6549, -1.6703, -1.9437)  0.001
N (-4.1565, 0.7684, -1.8412)  0.004
S (-3.8193, 2.2216, -1.2658)  0.000
O (-4.2420, 3.2468, -2.1863)  0.000
O (-2.5231, 2.3181, -0.5991)  0.001
C (-4.9623, 2.2685, 0.2675)  0.000
F (-4.9957, 3.4781, 0.8897)  0.000
F (-6.1829, 1.9264, -0.1359)  0.000
F (-4.4939, 1.3492, 1.1475)  0.000
C (3.3674, 5.1285, 1.5238)  0.000
N (3.1015, 3.8252, 2.1337)  0.000
C (3.6441, 2.6131, 1.6936)  0.000
Se (5.1568, 2.3840, 0.6765)  0.000
N (2.8864, 1.6448, 2.3502)  0.000
C (2.0306, 2.2198, 3.2664)  0.000
C (1.3342, 1.6891, 4.3757)  0.000
C (0.8758, 2.6544, 5.2747)  0.000
C (0.6227, 3.9853, 4.9897)  0.000
C (1.3373, 4.5081, 3.9205)  0.000
C (2.1054, 3.6137, 3.1179)  0.000
H (3.6303, 5.8084, 2.3218)  0.000
H (2.4163, 5.4713, 1.1354)  0.000
H (4.1780, 5.0155, 0.7688)  0.000
H (2.9882, 0.6943, 2.1674)  0.000
H (1.2525, 0.6792, 4.7310)  0.000
H (0.6737, 2.2162, 6.2694)  0.000
H (-0.0001, 4.6035, 5.6219)  0.000
H (1.2307, 5.6179, 3.7031)  0.000

## Properties
Strongest force on any atom ... 5.64 eV/A
E_tot ... -200975.5313 eV
LUMO (spin up / spin down) ... -1.6673 / -3.4594 eV
Kohn-Sham gap (spin up / spin down) ... 5.80 / 4.01 eV
Multiplicity ... 5